DFT (the ωB97M-V functional and the def2-TZVPD basis) results for C24H56CuN9O11 as an isolated structure in a non-equilibrium geometry.

Summary:
DFT total energy	-106362.830	eV
largest force on an atom	0.0890	Eh/bohr
relative energy (zero: lowest compared OMol25 entry of this formula, charge and spin)	0.459	eV
LUMO (spin up / spin down)	-1.64 / -4.18	eV

```
! RIJCOSX wB97M-V def2-TZVPD def2/J DEFGRID3
* xyz 1 2
C -34.07 6.57 25.39
H -31.95 16.25 26.96
H -25.11 13.21 21.83
N -31.18 14.27 26.41
N -30.19 10.31 30.73
H -34.73 11.94 31.18
H -34.65 12.50 21.94
C -34.85 11.59 22.50
H -33.17 5.99 25.62
H -35.62 9.78 21.72
H -30.86 10.59 21.54
O -30.25 12.21 26.44
H -34.79 9.89 25.33
C -34.55 10.87 31.02
C -30.54 8.88 30.61
H -31.49 15.83 25.27
H -35.53 10.40 30.94
N -34.12 12.46 26.24
H -34.46 6.31 24.41
N -33.85 10.59 29.79
O -32.79 8.55 25.50
H -28.48 14.68 26.84
H -33.94 10.55 31.86
H -36.45 7.66 26.38
H -33.21 11.30 29.46
H -34.67 7.74 30.29
C -33.83 9.40 29.16
H -23.48 13.59 24.37
N -30.80 10.88 22.50
C -33.91 10.13 20.83
H -36.81 8.16 24.77
C -30.13 13.47 26.31
H -34.57 7.52 28.53
H -31.35 8.86 31.33
H -29.62 12.78 30.92
C -30.73 9.94 23.41
C -27.18 12.04 23.15
O -30.76 10.23 24.59
H -29.97 5.66 25.72
H -27.70 9.48 25.02
N -34.98 8.92 25.50
H -27.71 11.47 23.91
H -35.76 8.64 29.41
N -28.30 7.93 26.16
H -28.53 10.02 26.46
Cu -31.60 10.14 26.66
N -24.91 13.07 22.81
H -36.88 9.42 25.86
H -30.40 12.66 23.52
H -30.82 12.86 21.80
H -34.85 6.28 26.09
H -34.61 7.93 20.78
H -30.70 8.29 21.87
N -34.86 10.44 21.65
C -31.02 12.29 22.70
H -34.51 8.66 19.23
H -28.05 13.28 25.87
H -32.00 12.47 23.15
C -34.75 8.24 29.33
H -33.01 8.28 20.06
C -25.88 12.72 23.71
H -30.75 13.33 29.61
H -30.29 16.25 26.45
O -30.33 8.38 27.02
H -32.03 13.78 26.65
H -35.83 11.70 22.97
H -26.87 9.42 26.61
O -30.88 10.80 28.65
C -29.47 7.56 26.67
H -27.84 12.84 22.81
C -30.40 8.50 22.90
H -26.97 11.44 22.27
H -29.09 5.55 27.26
H -29.31 8.37 22.90
H -30.79 5.83 27.23
C -31.23 15.72 26.33
O -33.90 13.61 26.57
O -25.84 12.88 24.96
O -35.20 12.12 25.79
H -34.11 11.37 23.27
C -29.86 6.09 26.72
C -33.87 8.08 25.48
H -29.71 8.30 31.02
C -27.81 9.28 26.09
C -28.79 14.07 25.99
O -33.05 9.35 28.20
C -23.60 13.58 23.29
C -34.03 8.65 20.21
C -29.95 12.64 29.89
H -23.36 14.56 22.88
H -29.93 10.57 31.67
C -30.31 11.15 29.68
H -27.68 7.22 25.81
O -33.14 11.70 26.39
H -22.84 12.93 22.83
C -36.33 8.49 25.69
H -29.06 12.88 29.30
H -30.80 8.41 29.66
H -28.71 14.69 25.09
O -32.94 10.88 20.55
H -30.71 7.76 23.64
*
```